Record 1
{"formula": "H3N3O", "method": "ωB97M-V/def2-TZVPD", "elements": ["N", "N", "N", "O", "H", "H", "H"], "coordinates": [[-0.58042, 1.20661, 0.00152], [1.16062, -1.04084, -0.15071], [-0.86682, 0.09094, 0.19533], [-1.72375, -0.71759, 0.20381], [-1.29959, 1.93388, -0.47156], [1.66840, -1.26909, 0.69909], [1.64156, -0.20392, -0.47747]], "forces_ev_per_a": [[0.010, 5.213, -1.766], [-0.100, -0.213, -0.415], [0.425, -2.435, 0.737], [-1.283, -0.611, -0.201], [1.000, -2.168, 1.229], [-0.034, -0.064, 0.488], [-0.018, 0.278, -0.072]], "mulliken_charge": [-0.4488, -0.4736, 0.6812, -0.4949, 0.2708, 0.2191, 0.2462], "lumo_energy_ev": [-0.5, -0.7], "e_tot_ha": -241.09412, "e_homo_ev": [-9.02, -10.83], "orbital_gap_ev": [8.6, 10.1], "de_lowest_ev": 4.885}

Record 2
{"formula": "H3N3O2", "method": "ωB97M-V/def2-TZVPD", "elements": ["N", "N", "N", "O", "O", "H", "H", "H"], "coordinates": [[-11.18080, 0.78520, 0.52190], [5.91702, -2.09442, 0.47898], [6.55647, 0.31338, -0.12191], [7.02663, 1.01736, 0.79346], [7.06554, 0.33882, -1.26373], [-11.05461, 1.68003, 0.01615], [-10.46351, 0.17828, 0.09174], [6.13327, -2.21865, -0.51659]], "forces_ev_per_a": [[0.138, 0.122, -0.238], [-0.076, 0.168, 0.246], [0.289, -0.486, 0.312], [-0.173, -0.271, -1.042], [-0.086, 0.351, 0.746], [0.011, -0.361, 0.149], [-0.193, 0.241, 0.090], [0.089, 0.236, -0.264]], "mulliken_charge": [-0.5698, -0.3119, 0.1374, -0.5158, -0.4969, -0.2184, -0.2117, 0.1872], "lumo_energy_ev": [4.7, 4.6], "e_tot_ha": -316.26468, "charge": -2, "e_homo_ev": [0.32, 0.32], "orbital_gap_ev": [4.3, 4.3], "de_lowest_ev": 3.290}

Record 3
{"formula": "H3N3O2", "method": "ωB97M-V/def2-TZVPD", "elements": ["N", "N", "N", "O", "O", "H", "H", "H"], "coordinates": [[-6.47507, -0.92247, 0.09705], [12.19337, 0.58998, -1.06591], [11.86710, -0.24668, -0.08799], [11.88812, -1.49016, -0.10622], [11.58999, 0.32599, 1.00907], [-5.76708, -0.19443, -0.10634], [-7.13849, -0.46042, 0.61440], [11.82976, 1.48662, -0.73918]], "forces_ev_per_a": [[2.470, -1.289, -1.834], [-0.510, -2.003, -0.846], [0.477, 2.426, 0.934], [0.363, 0.234, -1.256], [-0.703, -0.288, 0.861], [-0.324, -0.292, 0.109], [-2.188, 1.579, 1.724], [0.415, -0.367, 0.306]], "mulliken_charge": [-0.5620, -0.7895, 1.0011, -0.7173, -0.6997, -0.1961, -0.2419, 0.2055], "lumo_energy_ev": 6.2, "e_tot_ha": -316.38063, "charge": -2, "e_homo_ev": 0.31, "orbital_gap_ev": 5.9, "de_lowest_ev": 0.135}

Record 4
{"formula": "H3N3O2", "method": "ωB97M-V/def2-TZVPD", "elements": ["N", "N", "O", "N", "O", "H", "H", "H"], "coordinates": [[0.68756, 0.09746, -1.26206], [0.29038, 0.30700, 0.04594], [0.98698, 1.07405, 0.74621], [-0.76809, -0.22451, 0.19586], [-1.15663, -0.01225, 1.59833], [0.17377, -0.76973, -1.67371], [1.73607, 0.04959, -1.26206], [-1.95003, -0.52160, 1.61150]], "forces_ev_per_a": [[1.269, -1.453, -2.091], [3.898, 2.627, -1.222], [-0.657, -1.101, -0.259], [-4.725, -1.884, 4.518], [1.258, 0.461, -2.129], [1.520, 2.049, 1.151], [-1.501, -0.092, -0.073], [-1.061, -0.606, 0.105]], "mulliken_charge": [-0.5790, 1.1791, -0.6601, -0.5352, -0.3658, 0.3148, 0.2763, 0.3697], "lumo_energy_ev": 1.0, "e_tot_ha": -316.37261, "e_homo_ev": -9.86, "orbital_gap_ev": 10.8, "de_lowest_ev": 0.931, "smiles": "N/[N+]([O-])=N/O"}

Record 5
{"formula": "H3N3O2P", "method": "ωB97M-V/def2-TZVPD", "elements": ["N", "N", "N", "O", "O", "P", "H", "H", "H"], "coordinates": [[-0.93352, -0.83737, -1.43581], [0.99547, 0.92860, -1.44629], [-0.03846, 0.65720, 1.26536], [-0.66192, 2.70615, -0.27686], [-1.29494, 0.30939, -0.90789], [-0.14992, 1.30807, -0.44547], [1.07833, -0.25318, -1.39377], [0.43410, -0.23304, 1.21099], [-1.03493, 0.47294, 1.27189]], "forces_ev_per_a": [[-0.947, 0.742, 0.526], [1.585, -3.290, 0.429], [-0.211, 1.100, -2.049], [0.002, -1.419, -0.519], [-3.814, -3.472, -1.599], [3.833, 2.820, 2.347], [-0.260, 4.315, -0.214], [0.019, -0.374, -0.035], [-0.206, -0.422, 1.113]], "mulliken_charge": [-0.2660, -0.7509, -0.6993, -0.6998, -0.1530, 0.7991, 0.2550, 0.2631, 0.2519], "lumo_energy_ev": [3.7, 3.8], "e_tot_ha": -657.85046, "charge": -1, "e_homo_ev": [-4.23, -4.19], "orbital_gap_ev": [7.9, 7.9], "de_lowest_ev": 5.118}

Record 6
{"formula": "H3N3O3", "method": "ωB97M-V/def2-TZVPD", "elements": ["N", "N", "O", "H", "H", "O", "N", "O", "H"], "coordinates": [[0.92848, -0.28548, -0.53463], [-0.33809, 0.15430, -0.26584], [-0.65533, -0.24433, 0.87595], [1.30624, -0.17374, -1.43998], [1.26861, -0.95956, 0.19264], [-1.00908, 3.72965, 2.39163], [-1.03041, 2.67329, 1.86074], [-1.75245, 1.80156, 2.58806], [-1.77694, 0.85280, 2.10998]], "forces_ev_per_a": [[-2.052, -0.295, 2.178], [1.907, -1.716, 2.116], [-0.039, 0.936, -2.189], [0.215, 0.126, -0.866], [-0.113, 0.897, -1.147], [0.065, -0.345, -0.285], [0.330, 0.516, -0.261], [-0.919, -3.152, -0.333], [0.607, 3.033, 0.787]], "mulliken_charge": [-0.2643, 0.1953, -0.4681, 0.2529, 0.2687, -0.3939, 0.2933, -0.3406, 0.4567], "lumo_energy_ev": -0.1, "e_tot_ha": -391.61314, "e_homo_ev": -9.93, "orbital_gap_ev": 9.8, "de_lowest_ev": 3.459, "smiles": "NN=O.O=NO"}

Record 7
{"formula": "H3N4O2", "method": "ωB97M-V/def2-TZVPD", "elements": ["N", "N", "N", "O", "N", "O", "H", "H", "H"], "coordinates": [[0.59347, 0.11152, -1.33155], [1.38160, -0.19572, -0.15340], [0.58824, -0.47326, 0.82400], [-0.72767, -0.43255, 0.65610], [1.09848, -0.83700, 1.96558], [0.18684, -0.85012, 2.99788], [-0.40737, 0.08847, -0.95150], [0.98807, 0.93240, -1.72994], [-0.56331, -1.15118, 2.51785]], "forces_ev_per_a": [[-0.882, -2.077, 1.305], [-0.029, 0.432, -0.572], [-1.611, 0.311, -0.037], [0.601, -0.198, 0.772], [2.815, -0.001, -0.713], [-0.027, 0.242, 0.539], [1.447, 0.795, -0.977], [-0.193, 0.860, 0.015], [-2.120, -0.364, -0.332]], "mulliken_charge": [-0.4242, -0.7689, 1.4578, -0.9562, -0.7512, -0.3436, 0.3043, 0.1865, 0.2956], "lumo_energy_ev": 4.8, "e_tot_ha": -371.14865, "charge": -1, "e_homo_ev": -2.12, "orbital_gap_ev": 6.9, "de_lowest_ev": 0.945, "smiles": "N[N-][N+](=O)[N-]O"}

Record 8
{"formula": "H3N4O2", "method": "ωB97M-V/def2-TZVPD", "elements": ["N", "N", "N", "N", "O", "O", "H", "H", "H"], "coordinates": [[2.18611, 1.01613, 0.00865], [-0.35288, 1.58337, 0.04201], [-1.37112, 0.87750, -0.12948], [1.09873, 0.45328, 0.10251], [0.88123, -0.79086, 0.07372], [3.23679, 0.06637, -0.09882], [-1.82252, 0.62905, -1.00584], [-1.82831, 0.26343, 0.60007], [2.75253, -0.79042, -0.07950]], "forces_ev_per_a": [[0.952, -0.322, 0.036], [0.971, 1.446, 0.581], [-2.348, -1.930, 0.917], [-1.836, 0.525, -0.632], [0.798, -0.469, 0.058], [0.209, -0.294, 0.062], [0.591, 0.008, -0.879], [0.701, 0.851, -0.141], [-0.037, 0.184, -0.002]], "mulliken_charge": [-0.3662, -0.5344, -0.1615, 0.6421, -0.8278, -0.4157, 0.1530, 0.1785, 0.3319], "lumo_energy_ev": 4.7, "e_tot_ha": -371.12863, "charge": -1, "e_homo_ev": -2.66, "orbital_gap_ev": 7.4, "de_lowest_ev": 1.489}

Record 9
{"formula": "H3N5S4", "method": "ωB97M-V/def2-TZVPD", "elements": ["N", "N", "N", "N", "N", "S", "S", "S", "S", "H", "H", "H"], "coordinates": [[-0.82415, 0.96714, -2.43052], [0.89039, 0.84381, -0.38060], [1.19666, -1.46837, -1.20562], [-1.08241, 1.40302, 1.63303], [-0.21393, -1.08651, 0.97775], [0.55308, 0.61659, -2.22594], [-0.58229, -0.05117, 2.34193], [0.22551, 2.04418, 0.64178], [1.32401, -0.72360, 0.16668], [1.60221, -2.36801, -1.25261], [-1.98462, 1.32897, 1.23981], [-1.10446, -1.50606, 0.49431]], "forces_ev_per_a": [[-0.637, 0.106, -0.708], [0.666, -1.012, -0.140], [-0.479, 1.710, 0.701], [2.566, -0.068, -0.374], [-1.340, -0.214, 0.812], [-0.390, 0.845, 0.520], [0.109, -1.028, -0.973], [-0.398, -0.621, 0.146], [-2.502, -0.027, 0.239], [0.820, -0.928, 0.146], [-1.053, 0.085, -0.908], [2.638, 1.153, 0.539]], "mulliken_charge": [-0.2670, -0.1614, -0.5702, -0.3249, -0.4031, 0.3447, 0.0353, 0.0682, 0.4712, 0.2098, 0.2913, 0.3061], "lumo_energy_ev": -0.3, "e_tot_ha": -1868.14338, "e_homo_ev": -8.69, "orbital_gap_ev": 8.4, "de_lowest_ev": 0.256}

Record 10
{"formula": "H3N6", "method": "ωB97M-V/def2-TZVPD", "elements": ["N", "N", "N", "N", "N", "N", "H", "H", "H"], "coordinates": [[-0.39526, 0.65230, -0.13424], [0.68518, 0.35637, 0.51633], [1.61974, 1.34375, 1.22592], [2.47108, 0.61617, 1.72769], [2.34401, -0.63142, 1.52618], [1.24780, -0.78951, 0.78532], [-0.64518, 1.63575, -0.18853], [-0.87422, -0.02940, -0.71285], [0.94569, -1.71772, 0.49501]], "forces_ev_per_a": [[-1.051, 0.104, -0.527], [3.323, 0.298, 2.133], [-3.440, 0.453, -2.276], [1.256, -0.327, 0.875], [0.247, -1.802, -0.092], [-0.758, 1.324, -0.317], [0.256, -0.161, 0.118], [0.261, 0.035, 0.126], [-0.092, 0.076, -0.040]], "mulliken_charge": [-0.4302, 0.7476, -0.1766, 0.0538, -0.2757, 0.1594, 0.3174, 0.2892, 0.3151], "lumo_energy_ev": -6.0, "e_tot_ha": -329.88812, "charge": 1, "e_homo_ev": -15.70, "orbital_gap_ev": 9.7, "de_lowest_ev": 1.456, "smiles": "N[n+]1nnn[nH]1"}